Formula: C3NO2S
Source: OMol25
Level of theory: ωB97M-V with the def2-TZVPD basis set

```
7
Properties=species:S:1:pos:R:3:forces:R:3
C 1.44689 0.71321 0.11910 -0.561 2.030 0.323
C 0.65258 -0.40829 -0.01687 -0.751 -2.390 -0.900
C -1.49368 -0.13915 0.04613 0.095 -0.439 1.091
N 1.68199 1.84333 0.22620 0.911 0.071 0.038
O -1.86113 -0.92975 0.86855 0.311 0.310 -0.634
O -1.76684 0.73680 -0.70770 0.376 -0.037 -0.245
S 1.34019 -1.81615 -0.53541 -0.380 0.454 0.327
```
Forces are in eV/Å.

Its HOMO energy is -3.74 eV. The relative energy (zero: lowest compared OMol25 entry of this formula, charge and spin) comes out at 70.0 kJ/mol. As for the molecular weight: 114.105 g/mol. The HOMO-LUMO gap is 6.960 eV. Its net charge is -1.

natural (NBO) atomic charge list, values in e, 5 entries:
1 C 0.1663
2 C -0.4286
3 C 0.9759
4 N -0.3584
5 O -0.6367